# 1
A molecular structure, C25H32CoN4PSe. Source: the OMol25 dataset; level of theory: ωB97M-V/def2-TZVPD.

DFT total energy (eV): -144661.200
Max |F| (Eh/bohr): 0.0117
Orbital gap (alpha / beta) (eV): 6.03 / 6.35
Multiplicity: 2
Total charge: +1

Each line ends with the natural charge from an NBO analysis.
CARTESIAN COORDINATES (ANGSTROEM)
Co1 -0.34 -0.05 -0.29  0.9095
C1 -0.37 0.46 3.90  -0.2539
C2 -0.82 -0.78 4.33  -0.1297
C3 -1.10 -1.77 3.41  -0.2304
C4 -0.92 -1.51 2.05  0.2227
N1 -0.49 -0.30 1.64  -0.4838
C5 -0.22 0.65 2.54  0.0492
C6 -1.16 -2.44 0.94  -0.0781
C7 -1.64 -3.74 1.13  -0.1901
C8 -1.83 -4.55 0.03  -0.2172
C9 -1.55 -4.07 -1.24  -0.1839
C10 -1.07 -2.78 -1.41  -0.2629
C11 -0.85 -1.93 -0.33  -0.2591
H1 -0.14 1.25 4.59  0.2357
H2 -0.95 -0.98 5.39  0.2342
H3 -1.44 -2.74 3.72  0.2335
H4 0.14 1.59 2.14  0.2010
H5 -1.86 -4.11 2.11  0.2096
H6 -2.21 -5.56 0.16  0.2238
H7 -1.71 -4.70 -2.11  0.2195
H8 -0.86 -2.44 -2.43  0.1865
Se1 -1.46 0.30 -3.87  1.1082
N2 -2.17 1.92 -3.93  -0.5822
C12 -2.03 2.47 -2.73  0.1285
C13 -2.46 3.76 -2.29  -0.1343
C14 -2.21 4.08 -0.99  -0.2541
C15 -1.54 3.16 -0.10  0.1392
N3 -1.12 1.98 -0.46  -0.4907
C16 -1.37 1.65 -1.78  0.2461
N4 -0.97 0.46 -2.18  -0.6892
H9 -2.97 4.44 -2.96  0.2522
H10 -2.52 5.04 -0.59  0.2471
H11 -1.36 3.46 0.92  0.2140
C17 2.09 -1.04 -2.93  -0.5971
C18 2.98 -0.63 -1.75  -0.5270
C19 4.31 -0.08 -2.27  -0.6148
P1 2.06 0.40 -0.52  0.8693
C20 2.95 0.03 1.06  -0.5164
C21 4.48 0.12 1.10  -0.6137
C22 2.55 -1.38 1.52  -0.6225
C23 2.30 2.20 -0.91  -0.5156
C24 2.00 2.50 -2.38  -0.6123
C25 3.60 2.90 -0.50  -0.6107
H12 2.59 -1.79 -3.53  0.2225
H13 1.88 -0.19 -3.58  0.1954
H14 1.15 -1.46 -2.58  0.2121
H15 3.19 -1.54 -1.17  0.2350
H16 4.14 0.69 -3.02  0.2052
H17 4.88 -0.88 -2.75  0.2252
H18 4.93 0.35 -1.48  0.2159
H19 2.55 0.76 1.78  0.2223
H20 4.92 -0.63 0.44  0.2082
H21 4.82 -0.11 2.11  0.2235
H22 4.88 1.09 0.83  0.2160
H23 3.25 -2.12 1.13  0.2137
H24 1.55 -1.68 1.20  0.2258
H25 2.59 -1.46 2.61  0.2234
H26 1.50 2.65 -0.31  0.2149
H27 2.89 2.35 -3.00  0.2194
H28 1.70 3.54 -2.50  0.2202
H29 1.21 1.87 -2.79  0.1963
H30 4.47 2.47 -0.99  0.2132
H31 3.76 2.88 0.58  0.2125
H32 3.54 3.95 -0.79  0.2193



# 2
A molecular structure, C23H50ErNO6P2Si at a distorted geometry. Source: the OMol25 dataset; level of theory: ωB97M-V/def2-TZVPD.

Energy above the lowest of the compared OMol25 structures with the same formula, charge and spin (kJ/mol): 0.0
DFT total energy (eV): -92509.116
Max |F| (Eh/bohr): 0.0381
Orbital gap (alpha / beta) (eV): 8.05 / 8.08
Multiplicity: 4
Total charge: +2

Each line ends with the Mulliken charge.
CARTESIAN COORDINATES (ANGSTROEM)
Er1 -0.53 -1.08 -0.27  -0.5705
P1 -1.99 1.38 -0.35  0.7868
C1 -1.48 1.47 -2.14  -1.2856
C2 -0.01 1.27 -2.43  0.9739
N1 0.69 0.36 -1.67  0.1996
C3 2.06 0.39 -1.81  0.5608
C4 2.70 1.16 -2.79  -0.8826
C5 1.94 1.93 -3.66  -0.6139
C6 0.57 2.00 -3.46  -1.0159
C7 2.92 -0.39 -0.85  -1.3037
P2 2.10 -1.78 0.11  0.9888
H1 -0.06 2.65 -4.08  0.5094
H2 3.80 1.14 -2.86  0.5124
H3 2.41 2.50 -4.47  0.4467
H4 3.72 -0.86 -1.44  0.6093
H5 3.39 0.29 -0.11  0.4814
H6 -2.08 0.73 -2.71  0.3810
H7 -1.76 2.48 -2.44  0.5884
H8 -1.37 -3.67 -1.96  0.2874
O1 -1.26 -2.69 -1.95  -0.5761
H9 -1.82 -2.35 -2.66  0.2918
H10 -0.69 -4.46 0.59  0.2817
O2 -0.39 -4.51 -0.34  -0.5237
H11 -0.27 -5.47 -0.49  0.2916
C8 2.55 -3.08 -1.06  -1.4036
H12 3.63 -3.19 -1.08  0.4756
H13 2.07 -4.03 -0.80  0.3450
H14 2.21 -2.82 -2.07  0.4187
C9 3.34 -1.93 1.43  -1.3729
H15 3.02 -2.66 2.17  0.4101
H16 4.31 -2.23 1.01  0.4564
H17 3.47 -0.96 1.94  0.3517
C10 -1.63 3.08 0.17  -1.2532
H18 -2.34 3.75 -0.34  0.5545
H19 -1.74 3.15 1.26  0.1793
H20 -0.60 3.36 -0.10  0.3132
C11 -3.80 1.46 -0.58  -1.1983
H21 -4.27 1.19 0.37  -0.0027
H22 -4.10 2.46 -0.88  0.4637
H23 -4.11 0.73 -1.33  0.4617
C12 0.64 3.54 4.35  -1.8984
C13 0.64 2.15 3.72  1.8279
C14 1.50 2.23 2.47  -1.1962
C15 1.18 1.13 4.70  -1.2865
O3 -0.72 1.72 3.36  -0.3147
Si1 -1.23 0.17 2.98  -2.3894
O4 -0.53 -0.54 1.71  3.4677
O5 -0.95 -0.67 4.34  0.7833
C16 -0.76 -2.03 4.76  1.6349
C17 0.22 -2.74 3.83  -1.4711
C18 -0.22 -1.96 6.18  -1.6355
C19 -2.09 -2.76 4.93  -1.8092
O6 -2.85 0.19 2.66  -0.1461
C20 -3.96 0.61 3.55  1.5419
C21 -5.17 -0.28 3.30  -1.6937
C22 -3.48 0.53 4.99  -1.4831
C23 -4.36 2.04 3.23  -1.4288
H24 1.69 3.79 4.57  0.4243
H25 0.11 3.60 5.31  0.4162
H26 0.27 4.33 3.69  0.3984
H27 2.47 2.68 2.73  0.5563
H28 1.73 1.23 2.09  -0.1209
H29 1.06 2.87 1.69  0.2133
H30 0.51 1.03 5.58  0.2910
H31 1.31 0.17 4.19  -0.0037
H32 2.17 1.44 5.06  0.5766
H33 1.19 -2.21 3.78  0.2437
H34 0.41 -3.73 4.28  0.5690
H35 -0.17 -2.92 2.82  -0.0089
H36 -0.98 -1.51 6.82  0.3724
H37 -0.03 -2.99 6.52  0.4564
H38 0.69 -1.37 6.24  0.3200
H39 -2.67 -2.27 5.74  0.5377
H40 -2.69 -2.82 4.02  0.2387
H41 -1.88 -3.79 5.27  0.5147
H42 -5.00 -1.33 3.53  0.3248
H43 -5.97 0.06 3.97  0.4115
H44 -5.55 -0.19 2.28  0.3127
H45 -2.63 1.21 5.14  0.1607
H46 -4.25 0.80 5.72  0.6034
H47 -3.18 -0.50 5.22  0.1564
H48 -3.53 2.74 3.39  0.1544
H49 -4.70 2.15 2.20  0.2853
H50 -5.18 2.31 3.90  0.4745



# 3
2 unconnected molecules or ions with the total composition C2H7N2S at a distorted geometry. Source: the OMol25 dataset; level of theory: ωB97M-V/def2-TZVPD.

Energy above the lowest of the compared OMol25 structures with the same formula, charge and spin (kJ/mol): 45.7
DFT total energy (eV): -16003.516
Max |F| (Eh/bohr): 0.0254
Orbital gap (eV): 6.68
Multiplicity: 1
Total charge: -1

Each line ends with the natural charge from an NBO analysis.
CARTESIAN COORDINATES (ANGSTROEM)
C1 -1.40 1.31 1.13  -0.7456
S1 -0.03 2.57 1.00  -0.7269
H1 -1.82 1.12 0.13  0.1722
H2 -2.20 1.80 1.68  0.1897
H3 -1.00 0.39 1.60  0.1854
N1 1.24 -0.08 -0.47  -0.8396
C2 0.58 -1.19 -0.92  0.2888
N2 1.19 -2.32 -0.86  -0.8043
H4 2.25 -0.21 -0.47  0.3805
H5 0.85 0.78 -0.05  0.4399
H6 -0.47 -1.17 -1.25  0.1438
H7 0.82 -3.01 -1.52  0.3162



# 4
3 unconnected molecules or ions with the total composition C32H61F3N3O7 at a distorted geometry. Source: the OMol25 dataset; level of theory: ωB97M-V/def2-TZVPD.

DFT total energy (eV): -61108.541
Max |F| (Eh/bohr): 0.1878
Orbital gap (alpha / beta) (eV): 6.86 / 7.42
Multiplicity: 3
Total charge: +1

Each line ends with the Mulliken charge.
CARTESIAN COORDINATES (ANGSTROEM)
C1 6.44 -5.60 3.67  -0.8447
C2 7.01 -4.13 3.21  -0.2581
O1 5.86 -3.33 2.68  -0.2715
C3 4.99 -2.95 3.80  -1.0604
C4 4.46 -1.37 3.74  -0.4671
N1 5.62 -0.47 4.11  0.3756
C5 5.63 0.03 5.54  -0.4373
C6 4.43 1.05 5.96  -0.5839
C7 4.75 2.64 5.70  0.8013
F1 6.13 2.94 5.24  -0.2365
F2 4.56 3.42 6.98  -0.2710
F3 3.68 3.17 4.77  -0.2473
C8 5.89 0.64 3.07  -0.3906
C9 5.81 -0.14 1.62  -0.4486
O2 4.40 -0.35 1.31  -0.1707
C10 3.63 -0.99 2.39  0.6193
C11 2.49 0.11 2.82  0.3763
C12 1.76 0.87 1.53  -0.0525
O3 0.46 0.67 1.19  -0.5189
O4 2.46 1.89 0.68  -0.4832
O5 3.16 -2.25 1.82  -0.3970
C13 1.78 -2.60 2.08  0.0402
C14 1.43 -3.04 3.64  -0.9037
H1 5.74 -5.54 4.62  0.1969
H2 7.32 -6.36 3.93  0.3634
H3 5.82 -6.01 2.73  0.2472
H4 7.56 -3.53 4.08  0.2490
H5 7.85 -4.31 2.39  0.3003
H6 5.57 -3.06 4.84  0.4631
H7 4.12 -3.73 3.84  0.0720
H8 3.69 -1.29 4.65  0.1926
H9 6.48 -1.08 4.02  0.5334
H10 6.71 0.50 5.74  0.4249
H11 5.57 -0.92 6.26  0.3393
H12 3.38 0.70 5.52  0.1762
H13 4.30 0.94 7.14  0.4512
H14 7.03 0.95 3.22  0.3539
H15 5.17 1.56 3.17  0.2719
H16 6.50 -1.08 1.54  0.1884
H17 6.23 0.64 0.82  0.3960
H18 1.69 -0.26 3.58  0.2776
H19 3.08 0.99 3.38  -0.2515
H20 2.56 2.72 1.28  0.3656
H21 1.58 -3.61 1.46  0.3919
H22 0.96 -1.85 1.62  0.0513
H23 1.96 -4.09 3.80  0.2745
H24 0.26 -3.27 3.67  0.3891
H25 1.75 -2.25 4.44  0.1411
C15 -0.14 -0.44 -1.39  -0.7509
C16 0.51 -0.63 -2.79  1.9914
C17 0.59 0.74 -3.53  -1.5048
C18 -0.74 1.22 -4.11  0.3185
C19 -1.39 0.13 -4.96  -1.2635
C20 -1.54 -1.21 -4.20  1.6201
N2 -0.26 -1.66 -3.56  0.2368
O6 0.58 -2.14 -4.59  -0.5270
C21 -2.65 -1.07 -3.12  -1.1839
C22 -2.13 -2.28 -5.18  -1.7528
C23 1.98 -1.07 -2.47  -1.8926
H26 -0.65 -1.36 -1.07  0.4157
H27 0.60 -0.22 -0.62  -0.3144
H28 -0.86 0.38 -1.36  0.0351
H29 1.31 0.67 -4.36  0.4160
H30 0.98 1.51 -2.85  0.3528
H31 -1.41 1.53 -3.30  -0.3593
H32 -0.57 2.11 -4.73  0.4494
H33 -2.37 0.48 -5.30  0.4043
H34 -0.78 -0.02 -5.86  0.3467
H35 -2.74 -1.98 -2.52  0.3840
H36 -3.63 -0.90 -3.59  0.4686
H37 -2.51 -0.23 -2.45  -0.2877
H38 -1.51 -2.42 -6.07  0.3650
H39 -3.12 -1.98 -5.54  0.3937
H40 -2.24 -3.25 -4.68  0.4120
H41 1.99 -2.04 -1.96  0.4087
H42 2.47 -0.34 -1.81  0.3881
H43 2.61 -1.14 -3.36  0.3986
C24 -6.16 2.60 -0.24  -1.9495
C25 -5.51 2.42 -1.64  2.3398
C26 -5.43 3.78 -2.38  -1.2527
C27 -6.75 4.26 -2.96  -0.5344
C28 -7.40 3.17 -3.80  -1.1973
C29 -7.56 1.83 -3.05  1.5335
N3 -6.28 1.38 -2.41  0.1621
O7 -5.44 0.90 -3.43  -0.3847
C30 -8.67 1.97 -1.97  -1.6009
C31 -8.15 0.76 -4.03  -1.8351
C32 -4.04 1.97 -1.32  -2.0308
H44 -6.67 1.68 0.08  0.3544
H45 -5.42 2.82 0.53  0.4798
H46 -6.88 3.42 -0.21  0.3719
H47 -4.70 3.71 -3.21  0.3553
H48 -5.04 4.55 -1.70  0.3404
H49 -7.43 4.57 -2.15  0.3239
H50 -6.58 5.15 -3.58  0.3854
H51 -8.39 3.53 -4.15  0.3847
H52 -6.80 3.03 -4.71  0.3607
H53 -8.75 1.06 -1.37  0.3708
H54 -9.65 2.14 -2.44  0.4238
H55 -8.52 2.81 -1.30  0.3086
H56 -7.53 0.62 -4.92  0.3385
H57 -9.14 1.07 -4.39  0.4193
H58 -8.26 -0.21 -3.53  0.4363
H59 -4.02 1.00 -0.81  0.5178
H60 -3.55 2.70 -0.66  0.5364
H61 -3.41 1.91 -2.21  0.0445